# 1
Here is a structure of composition C30H42Br2N9OSSe3Si2Te2Zr from the OMol25 dataset. Energies are from ωB97M-V/def2-TZVPD.

The geometry in XYZ format:
```
93
Properties=species:S:1:pos:R:3:mulliken_charge:R:1
Zr -0.268 -0.676 -1.700 -0.26
Se -0.077 -2.011 -4.055 -0.03
Se -0.506 -4.303 -3.823 -0.32
Te 0.696 -4.697 -1.683 -0.06
Se -0.533 -2.933 -0.341 -0.56
C -3.356 -2.302 -2.862 -1.39
C -3.545 -0.855 -2.558 0.22
C -4.825 -0.289 -2.759 -0.93
C -5.057 1.031 -2.521 -1.42
C -4.009 1.840 -2.035 1.34
C -4.122 3.213 -1.702 -0.13
Br -5.761 4.117 -1.959 -0.20
C -3.060 3.899 -1.191 -0.42
C -1.830 3.249 -0.981 0.02
Br -0.390 4.210 -0.254 -0.10
C -1.669 1.923 -1.296 0.02
O -0.566 1.225 -1.073 0.98
C -2.768 1.215 -1.842 -0.58
N -2.532 -0.112 -2.129 1.39
H -4.313 -2.821 -2.819 0.54
H -2.654 -2.776 -2.179 0.05
H -2.946 -2.419 -3.867 0.20
H -5.617 -0.933 -3.116 0.57
H -6.035 1.462 -2.686 0.40
H -3.154 4.945 -0.935 0.49
N 2.815 -1.850 -0.523 0.43
C 3.055 -0.858 -1.367 0.08
N 4.331 -0.558 -1.593 -0.76
C 4.555 0.400 -2.480 0.18
N 5.814 0.768 -2.715 -0.35
N 3.591 1.046 -3.181 -0.68
C 2.370 0.704 -2.882 0.43
N 2.000 -0.211 -1.959 1.38
C 1.292 1.339 -3.681 -0.06
C 1.560 2.418 -4.502 -0.78
C 0.540 2.918 -5.295 -0.71
C -0.696 2.297 -5.262 -1.05
C -0.882 1.224 -4.409 -0.33
N 0.084 0.768 -3.609 0.73
H 3.605 -2.303 -0.098 0.35
H 1.878 -2.095 -0.229 -0.71
H 6.566 0.286 -2.256 0.26
H 6.004 1.461 -3.417 0.25
H 2.556 2.833 -4.512 0.58
H 0.716 3.766 -5.943 0.46
H -1.513 2.630 -5.886 0.51
H -1.827 0.701 -4.369 0.51
C -4.213 -2.822 0.904 -0.67
N -4.069 -2.100 2.154 0.30
C -4.674 -2.422 3.358 -0.16
C -4.324 -1.477 4.251 -0.74
N -3.504 -0.592 3.577 0.30
C -3.349 -0.965 2.285 -1.11
S -2.477 -0.143 1.100 0.31
H -4.755 -3.743 1.098 0.32
H -3.230 -3.053 0.495 0.11
H -4.764 -2.213 0.186 0.31
H -5.292 -3.295 3.468 0.45
H -4.578 -1.360 5.288 0.43
H -3.096 0.252 3.941 0.24
C 2.838 3.486 2.879 -1.01
Si 3.645 2.331 1.651 0.00
C 3.225 2.852 -0.100 0.18
C 5.504 2.329 1.867 -1.12
C 3.005 0.583 1.935 -0.97
Te 0.888 0.456 1.573 0.22
C 0.463 -0.431 3.480 -0.65
Si 0.756 -2.268 3.801 0.02
C 1.211 -2.446 5.607 -1.12
C -0.828 -3.202 3.457 -0.38
C 2.140 -2.943 2.737 -0.46
H 3.189 4.509 2.731 0.34
H 3.077 3.202 3.907 0.33
H 1.752 3.483 2.770 0.28
H 3.374 3.927 -0.230 0.58
H 2.184 2.635 -0.357 -0.61
H 3.876 2.348 -0.817 -0.08
H 5.923 3.323 1.701 0.34
H 5.976 1.644 1.159 0.31
H 5.786 2.014 2.874 0.34
H 3.147 0.299 2.980 0.57
H 3.529 -0.152 1.324 0.46
H -0.588 -0.190 3.654 0.31
H 1.042 0.184 4.172 0.63
H 0.443 -2.010 6.251 0.32
H 2.156 -1.946 5.833 0.31
H 1.316 -3.497 5.884 0.32
H -1.582 -2.975 4.215 0.22
H -0.659 -4.281 3.468 0.39
H -1.228 -2.938 2.476 -0.18
H 3.065 -2.374 2.855 0.30
H 1.841 -2.920 1.689 -0.26
H 2.345 -3.983 3.001 0.44
```

The HOMO-LUMO gap comes out at 6.2 eV. The value obtained for the energy above the lowest of the compared OMol25 structures with the same formula, charge and spin is 3.0 kcal per mole. As for the net charge: +1. For the HOMO energy, the calculation gives -9.466 eV.


# 2
Here is a structure of composition C14H12N2O5S3Tl from the OMol25 dataset. Energies are from ωB97M-V/def2-TZVPD.

The geometry in XYZ format:
```
37
Properties=species:S:1:pos:R:3:mulliken_charge:R:1
Tl -0.599 -0.196 -0.768 0.81
O -0.844 4.560 -1.612 -0.44
C -0.757 3.342 -1.109 0.15
O -0.260 2.412 -1.700 -0.46
C -1.356 3.232 0.256 0.54
C -2.100 4.272 0.812 -0.61
C -2.659 4.069 2.063 -0.71
C -2.441 2.869 2.723 -0.80
C -1.679 1.886 2.086 1.11
N -1.169 2.076 0.876 0.00
C -1.377 0.532 2.676 0.35
O -1.691 0.331 3.946 -0.45
O -0.858 -0.342 2.026 -0.38
H -0.462 4.607 -2.506 0.39
H -2.245 5.200 0.280 0.49
H -3.260 4.835 2.524 0.46
H -2.886 2.735 3.698 0.20
H -2.121 1.081 4.377 0.30
O 0.965 -1.158 -2.869 -0.49
C 1.945 -0.146 -3.006 -0.85
C 2.748 0.062 -1.744 0.89
C 4.122 0.268 -1.792 -0.92
C 4.829 0.387 -0.607 -0.31
C 4.135 0.279 0.588 -0.83
C 2.761 0.105 0.543 -0.28
N 2.080 0.010 -0.592 0.14
H 1.394 -2.006 -2.699 0.32
H 1.378 0.766 -3.222 0.20
H 2.612 -0.370 -3.848 0.41
H 4.621 0.333 -2.746 0.44
H 5.896 0.550 -0.619 0.42
H 4.654 0.332 1.531 0.43
H 2.174 0.026 1.446 0.47
S -2.029 -4.926 0.706 -0.07
C -1.040 -3.574 0.313 0.38
S -2.647 -2.915 0.380 -0.06
S 0.477 -3.153 0.034 -0.22
```

The HOMO-LUMO gap comes out at 7.9 eV. The value obtained for the energy above the lowest of the compared OMol25 structures with the same formula, charge and spin is 4.0 kcal per mole. As for the net charge: +1. For the HOMO energy, the calculation gives -11.293 eV.


# 3
Here is a structure of composition C5H13IrO3 from the OMol25 dataset. Energies are from ωB97M-V/def2-TZVPD.

The geometry in XYZ format:
```
22
Properties=species:S:1:pos:R:3:mulliken_charge:R:1
C 1.808 1.453 0.750 -0.60
O 1.563 0.745 -0.455 -0.46
C 2.479 -0.299 -0.834 -0.66
H 1.002 1.208 1.454 0.22
H 2.691 1.060 1.271 0.37
H 2.048 2.491 0.488 0.29
H 3.089 -0.442 -1.737 0.37
H 3.371 -0.131 -0.211 0.33
Ir -0.004 0.249 -1.399 1.79
O -0.192 -1.644 -1.317 -0.63
H 1.829 -1.491 -0.907 0.39
C -1.676 1.375 0.851 -0.78
O -1.480 0.381 -0.149 -0.39
C -1.872 -0.946 0.233 -0.36
C -1.499 -1.914 -0.881 -0.47
H -1.126 2.286 0.595 0.36
H -2.753 1.506 1.024 0.31
H -1.214 1.058 1.797 0.40
H -2.948 -0.951 0.456 0.43
H -1.283 -1.200 1.131 0.34
H -2.253 -1.857 -1.687 0.36
H -1.581 -2.937 -0.474 0.37
```

The HOMO-LUMO gap (alpha / beta) comes out at 9.0 / 7.5 eV. The value obtained for the energy above the lowest of the compared OMol25 structures with the same formula, charge and spin is 24.7 kcal per mole. As for the expectation value of S²: 6.01. As for the spin multiplicity: 5. As for the net charge: +2. For the HOMO energy (alpha / beta), the calculation gives -18.320 / -19.147 eV.


# 4
Here is a structure of composition CHBaFO2 from the OMol25 dataset. Energies are from ωB97M-V/def2-TZVPD.

The geometry in XYZ format:
```
6
Properties=species:S:1:pos:R:3:mulliken_charge:R:1
F 1.402 0.229 0.509 -0.13
O -0.537 -0.542 0.907 -0.50
Ba -2.743 0.308 1.890 1.87
O -0.309 -0.340 -0.686 -0.03
C 0.847 -0.002 -0.854 0.40
H 1.340 0.347 -1.766 0.39
```

The HOMO-LUMO gap comes out at 10.1 eV. As for the net charge: +2. For the HOMO energy, the calculation gives -19.595 eV.


| no. | maximum force (eV Å⁻¹) | DFT total energy (eV) |
| --- | --- | --- |
| 1 | 0.519 | -425837.333 |
| 2 | 0.804 | -65124.563 |
| 3 | 4.899 | -14349.681 |
| 4 | 7.304 | -8537.299 |